133
Properties=species:S:1:pos:R:3:lowdin_charge:R:1 method="wB97M-V/def2-TZVPD" spin_multiplicity=1 homo_ev=-7.82 homo_lumo_gap_ev=8.969 lumo_energy_ha=0.042 total_charge=-1
O 2.46 -0.89 5.07 -0.030
O 0.21 -0.37 -2.20 0.200
O -5.96 0.81 -4.73 -0.060
O 0.05 0.81 -4.21 0.065
O 0.50 -0.91 -6.58 -0.130
O -2.72 0.49 3.27 -0.073
O 1.11 1.48 -0.93 0.257
O 0.73 5.48 -4.74 -0.056
O 3.52 4.26 -1.11 -0.075
O -0.78 -1.20 2.23 0.050
O 1.70 -4.62 -0.49 -0.067
O 2.47 6.66 0.66 -0.073
O -3.18 -4.00 -0.24 -0.085
O -0.42 -0.05 0.17 0.203
O -2.78 3.14 1.89 -0.145
O 3.80 -4.55 5.17 -0.080
O 1.75 -0.74 -0.18 0.219
O 1.23 3.02 -2.59 0.094
O 1.99 -2.01 1.79 0.091
O -4.08 -3.56 2.45 -0.064
C -4.51 -1.07 -4.79 -0.042
C -1.39 3.37 1.48 -0.117
C -3.22 -1.67 -0.45 -0.063
C 3.09 -3.32 -2.06 -0.080
C 0.13 4.74 -5.77 -0.485
C -2.92 -0.91 5.16 -0.049
C 4.89 3.92 -1.13 -0.467
C 4.80 2.35 -1.17 -0.046
C 1.89 -4.24 -1.83 -0.314
C -3.68 -0.16 4.07 -0.470
C 3.56 -4.40 3.76 -0.477
C 1.37 -1.27 0.97 -0.304
C 5.68 4.53 -2.28 -0.048
C -1.18 3.96 -5.38 -0.031
C 4.98 -4.47 3.11 -0.044
C 0.42 6.33 -0.46 -0.096
C 1.69 7.03 -0.43 -0.376
C 0.98 1.86 -2.17 -0.323
C -2.49 -2.96 -0.86 -0.307
C -2.29 -4.33 3.90 -0.069
C -4.50 0.96 4.70 -0.054
C 0.71 -2.43 5.07 -0.068
C 0.32 0.77 -2.96 -0.254
C 1.20 -1.11 5.55 -0.529
C -3.54 1.37 -4.70 -0.064
C -4.62 0.39 -4.34 -0.475
C -3.76 -4.11 3.65 -0.354
C 1.29 -1.11 7.10 -0.041
C -0.07 -0.75 1.25 -0.235
C 1.25 3.88 -6.28 -0.066
C -0.46 -1.68 -5.86 -0.162
C 2.55 -5.41 3.26 -0.024
B 0.70 0.08 -0.81 -0.815
H -0.02 -2.19 -5.00 0.072
H 4.94 -4.19 2.06 0.069
H -5.44 -1.63 -4.88 0.072
H -3.98 -1.65 -4.03 0.067
H -2.98 -1.52 0.61 0.054
H 1.57 -3.88 0.10 0.054
H 4.37 -3.81 5.38 0.076
H -4.20 -3.41 4.36 0.096
H 5.31 4.18 -0.16 0.135
H -3.76 2.35 -4.28 0.082
H -4.20 -0.80 3.36 0.133
H -3.59 -1.47 5.82 0.081
H -4.31 -1.61 -0.56 0.080
H -0.24 -2.63 5.56 0.067
H -1.78 3.59 -6.21 0.072
H 4.05 -3.77 -1.82 0.069
H -2.16 -4.24 4.98 0.079
H -2.89 2.40 2.50 0.019
H -3.54 1.48 -5.79 0.082
H -0.91 3.07 -4.80 0.042
H 3.16 -2.92 -3.07 0.073
H -2.22 -0.27 5.69 0.089
H -4.07 -1.06 -5.79 0.074
H 1.99 -5.05 -2.56 0.111
H 2.33 6.94 -1.31 0.108
H 0.54 -2.32 4.00 0.061
H -0.84 2.46 1.71 0.064
H 0.50 5.31 -0.83 0.067
H -0.91 4.18 2.03 0.069
H 2.09 -1.78 7.41 0.077
H 1.59 -5.06 3.63 0.068
H 3.00 -2.46 -1.39 0.051
H 4.15 2.06 -0.34 0.081
H -4.28 -5.04 3.86 0.115
H 3.04 3.69 -1.72 0.040
H 4.35 1.96 -2.09 0.075
H 2.23 4.35 -6.28 0.080
H -1.83 4.55 -4.74 0.075
H 1.32 -3.29 5.36 0.086
H -1.14 -0.92 -5.47 0.052
H 2.55 -5.26 2.18 0.073
H 1.34 3.10 -5.52 0.063
H 1.62 -0.14 7.46 0.072
H -0.98 -2.35 -6.55 0.079
H 2.51 -1.29 4.20 0.061
H -3.85 1.61 5.29 0.086
H -2.07 -0.21 3.12 0.030
H -0.27 6.80 -1.16 0.077
H 5.60 5.61 -2.16 0.079
H 3.19 -3.37 3.76 0.094
H -2.74 -0.81 -0.91 0.059
H -0.03 5.53 -6.51 0.128
H 1.03 -3.65 -2.13 0.096
H -6.40 1.21 -3.98 0.080
H -4.49 0.43 -3.26 0.120
H 0.56 -0.31 5.18 0.134
H -2.53 1.09 -4.40 0.062
H -3.40 -3.81 0.68 0.027
H 1.51 8.11 -0.42 0.110
H 5.19 4.15 -3.18 0.084
H -0.15 6.45 0.47 0.081
H -1.41 -2.95 -0.75 0.098
H -5.02 1.64 4.04 0.077
H 1.13 3.42 -7.27 0.080
H -1.33 3.55 0.41 0.070
H 1.11 4.84 -4.14 0.055
H -5.01 -3.71 2.30 0.111
H 6.73 4.25 -2.17 0.077
H 2.81 5.77 0.51 0.058
H 5.80 -3.97 3.64 0.071
H 5.34 -5.48 2.96 0.070
H -5.28 0.52 5.32 0.075
H -1.89 -5.21 3.40 0.082
H -2.28 -1.69 4.73 0.045
H -1.64 -3.60 3.42 0.058
H 0.37 -1.43 7.58 0.072
H 0.70 -0.25 -5.91 0.030
H 2.78 -6.42 3.60 0.088
H -2.60 -3.22 -1.91 0.102
H 5.83 2.00 -1.16 0.073

=====

151
Properties=species:S:1:pos:R:3:lowdin_charge:R:1 method="wB97M-V/def2-TZVPD" spin_multiplicity=1 homo_ev=-12.63 homo_lumo_gap_ev=7.103 lumo_energy_ha=-0.203 total_charge=+2
P -7.49 -0.42 5.42 0.112
P 1.36 10.61 -4.72 0.223
P -1.23 -3.04 -1.19 0.158
P -2.10 4.26 0.26 0.150
P -3.21 8.00 -11.64 1.035
F -3.05 3.16 1.05 -0.201
F -3.04 4.30 -1.06 -0.175
F -0.92 -3.91 0.15 -0.188
F -6.73 0.44 4.28 -0.187
F -0.23 11.12 -4.76 -0.235
F -9.04 -0.15 4.94 -0.202
F -1.23 3.03 -0.26 -0.160
F 1.49 11.66 -6.01 -0.206
F -1.12 4.28 1.55 -0.209
F -1.60 -2.19 -2.50 -0.171
F -2.99 5.48 0.98 -0.232
F -1.63 -1.74 -0.35 -0.187
F -6.05 -0.84 6.01 -0.179
F -2.78 -3.63 -1.15 -0.209
F -1.09 5.27 -0.46 -0.168
F -0.84 -4.35 -2.10 -0.189
F 1.08 9.28 -5.62 -0.193
F 1.83 11.77 -3.72 -0.176
F -7.62 -1.65 4.33 -0.205
F 0.37 -2.65 -1.16 -0.209
F 2.95 10.24 -4.73 -0.188
F -7.62 0.81 6.42 -0.164
F 1.08 9.60 -3.45 -0.224
F -8.10 -1.40 6.53 -0.173
O 3.25 -0.70 2.94 0.157
O 3.44 6.17 2.99 0.183
O -5.74 10.25 -2.46 0.177
O -2.95 3.15 5.81 0.157
O -7.50 2.42 -1.04 -0.191
N -6.45 -0.35 -0.95 0.241
N -3.75 9.01 -2.03 0.115
N 1.11 0.34 2.68 0.121
N 2.21 7.62 4.38 0.094
N -4.16 5.08 6.48 0.101
C -3.04 6.30 -10.88 -0.266
C -2.12 11.80 -10.98 -0.082
C -3.59 11.72 -10.49 -0.228
C -6.37 0.52 -2.27 -0.217
C 3.05 0.82 0.99 0.048
C 2.57 0.10 2.33 -0.325
C -7.33 9.01 -13.91 -0.088
C -0.71 7.27 -12.98 -0.205
C -3.73 8.20 -3.38 0.071
C -1.25 4.77 -7.62 -0.109
C -3.57 3.68 6.73 -0.336
C -5.31 5.08 5.46 0.045
C -5.89 8.56 -0.74 0.017
C -4.25 7.83 -13.07 -0.299
C 2.91 7.24 3.04 -0.329
C -6.44 -0.41 -3.52 -0.029
C -1.55 8.42 -12.27 -0.244
C 2.78 8.87 5.06 0.033
C -6.65 7.62 -13.87 -0.230
C -5.67 7.45 -12.67 -0.244
C -2.21 4.81 -8.79 -0.242
C -4.39 10.48 -11.00 -0.266
C 0.51 7.85 -13.71 -0.271
C 1.41 6.81 -14.31 -0.120
C -3.71 3.08 8.09 0.038
C -7.51 1.61 -2.21 -0.162
C 0.69 -0.65 3.85 0.067
C -3.96 9.18 -10.35 -0.231
C 3.04 8.30 1.92 0.048
C -2.24 6.18 -9.57 -0.232
C -8.68 3.11 -0.74 -0.099
C -5.20 9.49 -1.69 -0.343
H -1.14 8.75 -11.32 0.089
H -1.96 3.97 -9.45 0.107
H -5.81 -1.30 -3.47 0.091
H -6.23 4.74 5.93 0.113
H -3.92 2.01 8.02 0.122
H -1.91 12.87 -11.04 0.076
H -1.66 4.05 -6.90 0.073
H -3.10 9.78 -1.99 0.176
H 1.09 8.57 -13.15 0.119
H -6.01 0.15 -4.34 0.091
H 2.54 7.84 1.08 0.111
H 1.21 7.75 4.30 0.169
H -1.48 11.36 -10.22 0.072
H -3.40 8.41 -1.30 0.157
H -6.66 9.87 -13.85 0.067
H -3.24 4.67 -8.49 0.102
H -6.86 9.02 -0.55 0.104
H 2.19 6.80 4.97 0.167
H -4.21 12.52 -10.88 0.104
H -5.22 4.55 4.52 0.118
H -1.72 11.38 -11.91 0.059
H -3.74 11.74 -9.41 0.112
H 2.49 1.76 0.98 0.076
H -0.22 4.49 -7.83 0.080
H -1.24 6.59 -9.70 0.111
H 2.85 0.22 0.11 0.104
H -8.43 3.73 0.12 0.099
H -4.54 7.47 -3.29 0.097
H 2.40 9.79 4.60 0.105
H -7.25 -0.96 -0.86 0.167
H -4.29 10.44 -12.08 0.091
H 2.60 8.86 6.13 0.107
H -6.02 7.99 -11.79 0.099
H -6.45 0.27 -0.15 0.157
H -4.20 8.76 -13.64 0.104
H -2.87 6.80 -8.94 0.094
H -2.79 7.66 -3.30 0.108
H -3.42 5.68 6.16 0.168
H 3.86 8.86 4.91 0.113
H -5.48 8.50 0.27 0.097
H -2.85 3.29 8.72 0.111
H -8.98 3.71 -1.60 0.085
H -8.44 1.04 -2.33 0.131
H 0.62 0.15 1.82 0.175
H -5.52 6.12 5.22 0.099
H 0.63 -1.68 3.50 0.115
H -0.34 -0.38 4.09 0.097
H -7.96 9.05 -14.80 0.077
H 0.15 8.44 -14.55 0.111
H -0.44 6.45 -12.31 0.106
H -3.70 7.11 -13.67 0.106
H 1.99 6.21 -13.62 0.079
H -5.67 -1.00 -0.93 0.165
H -4.40 5.53 7.35 0.167
H -5.66 6.38 -12.45 0.105
H -7.92 9.04 -13.00 0.071
H -1.83 9.27 -12.91 0.084
H 2.55 9.25 2.17 0.082
H -7.37 6.81 -13.85 0.111
H 4.07 8.54 1.65 0.114
H 0.90 6.08 -14.94 0.079
H -7.37 2.23 -3.09 0.134
H -3.20 9.39 -9.59 0.096
H -7.42 -0.83 -3.78 0.089
H 4.13 0.95 0.98 0.094
H -9.56 2.48 -0.60 0.095
H -5.34 0.85 -2.13 0.152
H -5.94 7.52 -14.70 0.099
H -6.03 7.54 -1.09 0.109
H -1.17 5.70 -7.06 0.072
H -5.43 10.69 -10.75 0.112
H -4.59 3.53 8.56 0.094
H -1.36 6.66 -13.61 0.100
H -4.06 5.92 -10.78 0.086
H -4.84 8.73 -9.90 0.093
H 2.15 7.28 -14.96 0.081
H -3.83 8.70 -4.34 0.110
H 0.90 1.31 2.88 0.169
H 1.36 -0.51 4.70 0.099
H -2.64 5.60 -11.61 0.094

=====

134
Properties=species:S:1:pos:R:3:mulliken_spin:R:1 method="wB97M-V/def2-TZVPD" spin_multiplicity=2 homo_ev="-8.95 / -8.95" homo_lumo_gap_ev="9.233 / 3.365" lumo_energy_ha="0.011 / -0.205" s2=0.7555
P 1.04 1.29 -0.36 0.002
F -0.22 2.11 -0.97 0.000
F 0.29 -0.11 -0.75 0.000
F 0.27 1.14 1.06 0.000
F 2.35 0.51 0.21 0.002
F 1.78 2.68 0.13 0.000
F 1.74 1.32 -1.83 0.000
O 1.09 -4.87 3.44 0.002
O -2.54 -3.77 -0.19 0.000
O 3.82 -4.01 0.46 0.242
O -4.92 -1.83 -4.89 0.000
O 1.98 -4.63 -1.38 0.108
O -4.46 2.55 -1.06 0.000
O -0.08 3.55 -3.40 0.000
O -2.62 -0.54 -4.02 0.000
O 2.31 -2.25 3.77 0.000
O -4.94 5.03 -1.49 0.000
O 4.00 -2.83 -2.07 0.514
O 6.39 0.24 0.62 0.000
O -2.39 5.83 -0.28 0.000
O 2.32 -2.57 -4.07 0.003
O -0.78 3.06 5.23 0.000
C 0.17 3.25 4.18 0.000
C -4.90 -1.39 -3.60 0.000
C -1.01 5.51 -0.17 0.000
C -5.51 -3.09 -4.97 0.000
C 0.93 -4.83 -2.30 0.001
C -6.30 5.04 -1.94 0.000
C 0.32 -3.68 3.79 0.000
C 0.30 -5.97 3.14 0.000
C -1.63 0.42 -3.70 0.000
C 1.91 -1.14 2.96 0.007
C 4.61 -3.61 1.59 -0.005
C 1.26 4.01 -3.41 0.000
C 4.63 -1.71 -1.41 0.040
C 6.23 -0.34 2.90 0.001
C -1.05 5.28 4.60 0.000
C -3.26 2.38 -0.32 0.000
C 7.47 -0.93 2.26 0.000
C -1.68 4.14 5.37 0.000
C 7.66 -0.08 1.01 0.000
C -2.96 -3.66 1.15 0.000
C 1.39 -1.43 -3.93 0.002
C -3.23 -1.60 0.00 0.000
C 2.41 -4.13 0.84 -0.001
C 1.22 -2.70 4.55 0.000
C -2.27 -2.51 -0.78 -0.001
C 1.49 -3.82 -0.34 0.031
C 0.32 4.75 4.20 0.000
C -3.95 -2.51 0.95 0.000
C -4.28 6.22 -1.83 0.000
C 5.59 0.44 1.78 0.000
C -2.76 6.16 -1.71 0.000
C -3.90 -0.20 -3.48 0.000
H -2.39 -2.48 -1.86 0.000
H 0.50 -3.88 -2.63 0.003
H 5.56 -1.99 -0.90 0.003
H -2.55 3.11 -0.71 0.000
H -6.70 4.06 -1.70 0.000
H -2.11 -3.58 1.83 0.000
H 0.20 -5.43 -1.76 0.008
H -1.72 5.54 3.78 0.000
H 4.52 -4.29 2.44 0.012
H 4.81 -0.87 -2.08 0.022
H 1.60 4.36 -2.44 0.000
H -1.24 -2.19 -0.64 0.002
H 1.37 4.82 -4.13 0.000
H 1.22 -5.41 -3.18 0.001
H 0.87 -6.80 2.71 0.000
H 3.46 -2.44 -2.75 -0.025
H -5.01 -3.81 -4.32 0.000
H 5.45 1.48 2.06 0.000
H -1.68 4.46 6.41 0.000
H 8.24 -0.73 3.01 0.000
H -3.94 -1.10 -0.67 0.000
H -0.23 2.90 3.22 0.000
H -0.23 3.03 -2.61 0.000
H 5.66 -3.47 1.34 -0.002
H 0.65 -1.84 4.89 0.000
H 0.48 -4.04 -0.01 -0.005
H 2.31 -5.16 1.16 0.026
H -0.83 5.01 0.77 0.000
H -4.23 -1.90 1.81 0.000
H 6.53 0.40 3.64 0.000
H 3.99 -1.30 -0.62 0.019
H -0.65 0.13 -4.06 0.000
H -2.62 -0.92 0.60 0.000
H 0.07 -3.25 2.82 0.000
H -2.33 7.13 -1.98 0.000
H 1.95 3.23 -3.74 0.000
H 1.46 -0.67 -4.71 0.000
H 1.99 -3.05 -4.84 -0.001
H 5.55 -1.05 3.37 0.001
H 0.97 4.97 5.05 0.000
H -4.72 7.06 -1.30 0.000
H -6.87 5.88 -1.55 0.000
H -0.44 6.44 -0.22 0.000
H 2.14 -3.38 1.59 -0.007
H -0.78 4.78 -0.95 0.000
H -3.46 2.56 0.74 0.000
H -4.37 6.37 -2.91 0.000
H 1.68 -3.16 5.42 0.000
H -2.40 5.36 -2.35 0.000
H -1.89 1.37 -4.17 0.000
H 2.71 -0.91 2.26 -0.009
H -2.72 1.45 -0.46 0.000
H -6.37 5.06 -3.03 0.000
H 1.05 2.66 4.44 0.000
H 1.47 -0.94 -2.96 -0.001
H -4.62 -2.13 -2.85 0.000
H -3.41 -4.60 1.46 0.000
H -4.77 3.45 -1.00 0.000
H -0.80 6.14 5.21 0.000
H -0.36 -5.68 2.32 0.001
H 1.63 -2.79 -0.64 -0.011
H -5.91 -1.02 -3.39 0.000
H 1.76 -0.31 3.65 0.000
H 4.59 0.04 1.57 0.000
H 7.44 -1.99 2.03 0.000
H 0.37 -1.81 -3.94 -0.001
H 4.31 -2.61 1.91 0.017
H -5.36 -3.44 -5.99 0.000
H -6.56 -3.14 -4.70 0.000
H -3.84 0.24 -2.49 0.000
H -2.68 3.94 5.00 0.000
H -1.58 0.56 -2.62 0.000
H -4.86 -2.92 0.52 0.000
H -0.27 -6.42 3.96 0.000
H 0.95 -1.27 2.45 0.000
H 8.26 0.81 1.22 0.000
H -0.58 -3.94 4.34 0.000
H 8.06 -0.63 0.15 0.000
H 0.78 5.17 3.31 0.000
H -4.18 0.61 -4.16 0.000

=====

Number 1: electronic energy -76111.504 eV. Number 2: electronic energy -163834.084 eV. Number 3: electronic energy -90780.871 eV.